Entry 1:
A molecular structure, C34H30N6OPRe, computed with ωB97M-V/def2-TZVPD.

## Properties
Lowest unoccupied orbital energy (spin up / spin down) = -9.6 / -10.6 eV
Expectation value of S² = 3.785
Orbital gap (spin up / spin down) = 7.064 / 6.072 eV

Geometry as ORCA input:
```
! RIJCOSX wB97M-V def2-TZVPD def2/J DEFGRID3
* xyz 3 4
Re -0.52425 0.99992 -0.12497
N 0.76884 -0.04803 3.94422
C 0.29395 -0.15077 2.72991
N 0.00051 0.89890 1.97224
C 0.14130 2.19857 2.51451
N -0.26463 3.25241 1.86924
N -0.75607 2.91845 0.63744
C -1.32255 3.80371 -0.10422
C -1.77585 3.34300 -1.41579
C -2.43659 4.15913 -2.30287
C -2.85383 3.63553 -3.52542
C -2.59379 2.30755 -3.81355
C -1.91572 1.53428 -2.88473
N -1.50640 2.03613 -1.71067
C 0.72781 2.34194 3.82712
C 1.00351 3.59361 4.39135
C 1.58557 3.66598 5.63658
C 1.89592 2.49777 6.33967
C 1.62925 1.25394 5.80193
C 1.04972 1.19104 4.54566
H 0.94886 -0.89569 4.46805
H 0.13420 -1.14670 2.33393
H -1.44944 4.82441 0.24204
H -2.62813 5.19087 -2.03742
H -3.37675 4.26059 -4.23824
H -2.90397 1.86177 -4.74895
H -1.67366 0.49752 -3.08515
H 0.75566 4.48771 3.83709
H 1.80686 4.62963 6.07410
H 2.35347 2.56373 7.31787
H 1.86863 0.34967 6.34955
N -2.46286 -0.29717 0.19148
C -2.11079 -1.60748 0.74169
C -2.92952 -2.22871 1.66653
C -2.56185 -3.46994 2.17477
C -1.38606 -4.08223 1.75593
C -0.56760 -3.45159 0.82794
C -0.92966 -2.20713 0.31347
P 0.10849 -1.29932 -0.85714
C 1.78723 -1.89842 -0.65370
C 2.59214 -1.39305 0.36922
C 3.85809 -1.91573 0.57475
C 4.32379 -2.94098 -0.24060
C 3.52664 -3.44215 -1.26108
C 2.25718 -2.92397 -1.47350
C -0.43339 -1.74014 -2.51483
C 0.20739 -1.13049 -3.59788
C -0.10828 -1.51377 -4.89076
C -1.06399 -2.50363 -5.10583
C -1.69971 -3.11004 -4.03284
C -1.38623 -2.73298 -2.73094
H -3.11925 0.16716 0.81693
H -2.95494 -0.40886 -0.69495
H -3.85470 -1.76147 1.98621
H -3.20231 -3.96100 2.89611
H -1.10696 -5.05028 2.15102
H 0.35712 -3.91822 0.50855
H 2.25035 -0.57116 0.98633
H 4.48920 -1.51597 1.35766
H 5.31535 -3.34592 -0.08551
H 3.89453 -4.23622 -1.89755
H 1.64532 -3.31872 -2.27596
H 0.98210 -0.38814 -3.43006
H 0.39986 -1.05889 -5.73087
H -1.30176 -2.81162 -6.11545
H -2.43164 -3.88838 -4.20407
H -1.87491 -3.22418 -1.89811
C 1.69938 2.27236 -2.19643
C 1.34051 1.78144 -0.82854
O 2.06350 1.80468 0.13099
H 1.64275 3.36573 -2.19078
H 1.02924 1.89162 -2.96304
H 2.73381 2.00836 -2.41967
*
```

Entry 2:
A molecular structure, C30H24BrIN4ORe, computed with ωB97M-V/def2-TZVPD.

## Properties
Lowest unoccupied orbital energy (spin up / spin down) = -7.0 / -6.8 eV
Relative energy (zero: lowest compared OMol25 entry of this formula, charge and spin) = 13.7 kcal/mol
Expectation value of S² = 1.231
Orbital gap (spin up / spin down) = 6.271 / 6.965 eV

Geometry as ORCA input:
```
! RIJCOSX wB97M-V def2-TZVPD def2/J DEFGRID3
* xyz 2 2
Re 0.97061 -0.39948 0.07476
N 3.21823 -3.47359 -1.73730
C 2.70576 -2.32498 -1.35072
O 1.79105 -2.31240 -0.47512
C 3.19528 -1.01829 -1.89550
C 2.12494 0.06573 -1.68694
H 2.89783 -4.33691 -1.32345
H 3.94360 -3.51235 -2.43517
H 3.51783 -1.13582 -2.93202
H 4.09730 -0.78367 -1.31949
H 1.51236 0.12866 -2.59112
H 2.61338 1.03842 -1.60748
Br 3.08476 -0.71229 1.56121
C 2.94992 0.91758 2.56903
C 3.75409 1.19680 3.63197
C 3.55710 2.42800 4.28684
C 2.58582 3.29896 3.86653
C 1.75583 2.99303 2.76503
C 0.72930 3.86220 2.30497
C -0.04061 3.52959 1.22425
C 0.18628 2.32141 0.53279
C 1.13713 1.41773 0.97044
C 1.94377 1.76759 2.08899
H 4.51857 0.50935 3.96669
H 4.18581 2.67786 5.12981
H 2.44421 4.24056 4.38118
H 0.57542 4.80200 2.81976
H -0.81242 4.20104 0.87322
H -0.39800 2.10181 -0.35781
C -1.96110 -2.01834 -2.80877
C -0.90122 -1.33140 -2.22151
N -0.70525 -1.30143 -0.90921
C -1.56438 -1.99359 -0.10832
C -2.64773 -2.71686 -0.61890
C -2.83634 -2.71330 -2.01195
C -3.52650 -3.39381 0.28587
C -3.33929 -3.32568 1.62149
C -2.24608 -2.58377 2.17099
C -2.01883 -2.44071 3.55268
C -0.95875 -1.68229 3.98412
C -0.11192 -1.09158 3.04486
N -0.29030 -1.22605 1.74066
C -1.35140 -1.94533 1.30452
H -2.07522 -1.99377 -3.88273
H -0.20047 -0.78306 -2.83011
H -3.66977 -3.25297 -2.44360
H -4.35668 -3.95180 -0.12682
H -4.01627 -3.82719 2.30051
H -2.68418 -2.91846 4.26029
H -0.76142 -1.53741 5.03625
H 0.72936 -0.49186 3.36957
I -3.45197 1.02703 -0.52671
C -2.54394 1.72360 -2.30318
C -3.34420 2.25024 -3.30607
C -2.70600 2.75594 -4.42779
C -1.31910 2.72530 -4.49048
C -0.62545 2.17164 -3.42919
N -1.22907 1.66122 -2.35154
H -4.41933 2.27287 -3.20526
H -3.28615 3.17927 -5.23653
H -0.78493 3.12808 -5.33892
H 0.45875 2.13693 -3.42951
*
```

Entry 3:
A single C2H6BrOP molecule, computed with ωB97M-V/def2-TZVPD.

## Properties
Lowest unoccupied orbital energy = 0.8 eV
Relative energy (zero: lowest compared OMol25 entry of this formula, charge and spin) = 45.0 kcal/mol
Orbital gap = 10.057 eV

Geometry as ORCA input:
```
! RIJCOSX wB97M-V def2-TZVPD def2/J DEFGRID3
* xyz 0 1
P 0.18779 -2.08469 -0.09793
O 0.83367 -0.55304 0.02846
C 0.24119 0.54119 -0.61963
C -0.97578 1.07060 0.11884
Br -2.45866 -0.18270 -0.02279
H 1.41758 -2.65892 0.24239
H -0.28556 -2.18951 1.22388
H 1.00798 1.32437 -0.63513
H -0.02731 0.29202 -1.65330
H -1.31319 2.01042 -0.31448
H -0.76549 1.19134 1.18035
*
```

Entry 4:
A single C3H8 molecule at a distorted geometry, computed with ωB97M-V/def2-TZVPD.

## Properties
Lowest unoccupied orbital energy = 1.3 eV
Relative energy (zero: lowest compared OMol25 entry of this formula, charge and spin) = 8.8 kcal/mol
Orbital gap = 12.476 eV

Geometry as ORCA input:
```
! RIJCOSX wB97M-V def2-TZVPD def2/J DEFGRID3
* xyz 0 1
C -0.68459 -0.74784 -0.86325
C 0.19968 -0.38103 0.36504
C 0.50213 1.11154 0.55828
H -0.26432 -0.35630 -1.88422
H -0.67701 -1.81948 -1.03088
H -1.75173 -0.37565 -0.76316
H -0.18013 -0.96869 1.23421
H 1.10396 -0.90958 0.23901
H 1.29932 1.29509 1.33946
H -0.36854 1.66126 0.92749
H 0.73515 1.57734 -0.42235
*
```

Entry 5:
2 unconnected molecules or ions with the total composition C6H12N2O2 at a distorted geometry, computed with ωB97M-V/def2-TZVPD.

## Properties
Lowest unoccupied orbital energy = 0.5 eV
Relative energy (zero: lowest compared OMol25 entry of this formula, charge and spin) = 20.4 kcal/mol
Orbital gap = 9.715 eV

Geometry as ORCA input:
```
! RIJCOSX wB97M-V def2-TZVPD def2/J DEFGRID3
* xyz 0 1
C 1.03128 2.64106 -1.46903
C 0.89498 1.13254 -1.35103
N 0.47562 0.75346 -0.00895
C 0.51757 -0.48307 0.30124
C 0.29884 -0.97575 1.71741
C -0.34595 -2.36106 1.57700
C -0.73766 -2.45439 0.11444
O -1.28377 -3.38235 -0.44271
N 0.08769 -1.47899 -0.56868
H 1.40204 2.91515 -2.46616
H 0.05941 3.13236 -1.32186
H 1.74155 3.03186 -0.72690
H 0.15370 0.77966 -2.09065
H 1.84504 0.64369 -1.63070
H 1.26312 -0.99220 2.23940
H -0.35663 -0.29583 2.27703
H 0.33467 -3.18855 1.81462
H -1.24856 -2.47725 2.19063
H 0.14723 -1.41824 -1.57790
O -2.36996 1.20430 0.31179
H -2.50053 2.17023 0.59150
H -1.40968 1.10336 0.51949
*
```

Entry 6:
A molecular structure, C18H60B2FeO16S2 at a distorted geometry, computed with ωB97M-V/def2-TZVPD.

## Properties
Lowest unoccupied orbital energy (spin up / spin down) = 5.7 / 5.7 eV
Expectation value of S² = 8.758
Orbital gap (spin up / spin down) = 6.516 / 6.506 eV

Geometry as ORCA input:
```
! RIJCOSX wB97M-V def2-TZVPD def2/J DEFGRID3
* xyz -3 6
Fe 1.31165 2.06127 0.54819
S 3.58659 1.53746 -0.87834
O 4.75370 2.20162 -0.33133
O 2.42136 2.46645 -1.09050
O 3.83508 0.74436 -2.07430
O 2.87254 0.74297 0.20280
S 2.65017 2.67064 2.85080
O 3.94618 2.02489 3.02899
O 2.58457 3.26813 1.48479
O 1.51812 1.70225 2.56647
O 2.33829 3.57794 3.93555
B -0.20162 0.50108 0.14182
H 0.37194 0.94037 -0.78141
H -0.80035 1.42341 0.60587
H -0.99861 -0.33390 -0.14143
H 0.59272 0.09451 0.91346
B 0.00764 3.92771 0.20153
H 0.10522 3.34573 1.21449
H -1.07304 4.43050 0.09454
H 0.85559 4.75712 0.15098
H 0.12781 3.12481 -0.63794
C -0.66671 3.59829 -3.26083
O -0.97154 3.48282 -4.65304
H -0.73159 2.68942 -2.66863
H 0.26654 4.12050 -3.04727
H -1.44260 4.21990 -2.78766
H -1.03007 4.36645 -5.01756
C -1.37275 0.71626 4.34667
O -0.47066 1.76004 4.55939
H -1.88255 0.84505 3.38039
H -0.86320 -0.25495 4.33533
H -2.15479 0.65665 5.10982
H 0.27915 1.69759 3.92822
C 1.73321 1.33371 -4.30529
O 2.27826 0.29726 -5.11982
H 2.52109 1.94383 -3.87814
H 0.99108 1.92968 -4.85034
H 1.16883 0.92994 -3.45640
H 1.60034 0.01441 -5.73535
C 4.65247 -2.59160 4.44903
C 4.26646 -1.37791 3.62477
C 2.76539 -1.35709 3.32584
O 4.59780 -0.22532 4.38157
H 4.49657 -2.43026 5.51615
H 5.70374 -2.88430 4.32442
H 4.11811 -3.49040 4.12319
H 4.80275 -1.35383 2.66899
H 2.42795 -2.32002 2.91888
H 2.54258 -0.57924 2.59261
H 2.18589 -1.19566 4.23832
H 4.25135 0.54595 3.87452
C -5.50884 1.19290 0.18265
C -4.12571 0.79918 -0.31474
C -3.37392 1.97060 -0.92015
O -3.41818 0.26300 0.79585
H -6.06621 0.32056 0.51860
H -6.01954 1.74927 -0.61054
H -5.42424 1.92289 0.99201
H -4.20339 0.02128 -1.08726
H -3.09051 2.68765 -0.14453
H -3.92874 2.52092 -1.68826
H -2.46317 1.66300 -1.43668
H -2.46515 0.32229 0.59788
C 1.04551 -3.64414 -2.31924
C 1.29536 -2.44402 -1.41844
C 2.15750 -2.79952 -0.20429
O 1.96313 -1.46691 -2.19098
H 0.35834 -4.35621 -1.85823
H 2.00156 -4.08703 -2.60059
H 0.54672 -3.27446 -3.21965
H 0.34559 -2.05318 -1.02731
H 1.64608 -3.50440 0.46268
H 2.39493 -1.90023 0.36630
H 3.08201 -3.27851 -0.54013
H 2.06020 -0.67744 -1.62562
C -2.90527 -0.83623 -5.45463
C -2.95474 -0.61304 -3.94589
C -1.55722 -0.46486 -3.35208
O -3.74602 0.52460 -3.63383
H -2.33465 -0.05688 -5.96496
H -3.92355 -0.83267 -5.85440
H -2.45917 -1.80009 -5.71255
H -3.42280 -1.48040 -3.47436
H -1.59851 -0.48587 -2.26308
H -1.03520 0.44319 -3.66672
H -0.92288 -1.30004 -3.65720
H -3.19728 1.30156 -3.79001
C -0.63921 -2.13042 2.25428
C -1.06160 -3.49210 2.76935
C -1.75556 -3.45854 4.11735
O -1.90720 -4.14608 1.80766
H -1.49071 -1.44800 2.19921
H -0.18057 -2.21850 1.27562
H 0.10142 -1.68160 2.91776
H -0.18333 -4.14403 2.80888
H -2.78151 -3.09580 3.99756
H -1.26402 -2.83635 4.86755
H -1.84713 -4.45721 4.55747
H -2.61118 -3.53464 1.56492
*
```